{
  "formula": "C26H52O32S5",
  "method": "the ωB97M-V functional and the def2-TZVPD basis",
  "de_lowest_kj_mol": 0.00,
  "smiles": "O=S1(=O)OCCO1.O=S1(=O)OCCO1.O=S1(=O)OCCO1.O=S1(=O)OCCO1.O=S1(=O)OCCO1.CCOC(=O)OC.CCOC(=O)OC.CCOC(=O)OC.CCOC(=O)OC",
  "gap_ev": 10.76,
  "total_energy_ev": -147496.42871,
  "homo_ev": -10.56,
  "lumo_ev": 0.2,
  "elements": ["O", "O", "H", "H", "H", "H", "H", "H", "H", "C", "O", "H", "H", "H", "H", "O", "O", "H", "H", "H", "H", "H", "H", "H", "H", "H", "S", "O", "O", "S", "H", "O", "H", "H", "C", "C", "O", "H", "C", "O", "O", "C", "O", "H", "O", "C", "O", "O", "C", "H", "O", "O", "H", "O", "H", "C", "C", "O", "H", "H", "C", "H", "O", "C", "O", "O", "C", "H", "H", "O", "O", "H", "C", "S", "H", "H", "H", "C", "H", "C", "O", "H", "C", "H", "C", "H", "C", "H", "S", "H", "C", "H", "H", "O", "O", "H", "O", "C", "O", "C", "H", "H", "C", "H", "C", "H", "C", "O", "C", "O", "C", "O", "H", "S", "H"],
  "coordinates": [[-1.01299, 8.55333, -25.06647], [2.86212, 13.21112, -15.85823], [-2.58417, 8.61248, -16.41783], [-0.83618, 13.83871, -15.57863], [-0.39151, 6.13599, -14.59420], [-4.25886, 11.15110, -17.78884], [-7.89176, 8.75940, -12.36074], [-1.27134, 15.85236, -14.74642], [0.22246, 10.89829, -21.71072], [0.85474, 14.52904, -21.26814], [0.24076, 11.89826, -19.01043], [2.66588, 14.94975, -23.08561], [-2.60916, 17.73023, -14.17493], [-7.78618, 10.46473, -12.19458], [4.10696, 12.58631, -13.90667], [0.20547, 8.26209, -16.74744], [-4.07598, 14.24540, -15.08029], [5.67194, 13.46152, -13.83023], [3.29981, 13.36976, -23.07554], [-6.62902, 11.73799, -16.70384], [4.13102, 10.20228, -16.59048], [2.38458, 10.61265, -18.32149], [1.25919, 7.86359, -12.59160], [0.53375, 8.38767, -14.02545], [5.13225, 10.47777, -14.43246], [-0.88391, 14.98099, -19.47590], [-4.09273, 12.84201, -14.80776], [2.01373, 8.62383, -18.53663], [-0.85428, 7.94464, -12.58389], [-2.90003, 16.68446, -17.43360], [0.54354, 13.92259, -16.67335], [1.99962, 6.65301, -17.12245], [-0.97570, 12.04300, -23.59334], [2.27360, 13.15556, -18.26323], [-5.80103, 8.90940, -13.58355], [-0.31028, 13.32026, -16.37634], [-0.64480, 11.01205, -16.90962], [1.01458, 11.67433, -15.90902], [-5.72565, 11.45169, -16.15392], [-1.19676, 13.20276, -17.51905], [0.01243, 10.86335, -24.98969], [0.59341, 10.70847, -22.71579], [-6.65704, 8.55925, -14.37093], [3.64100, 14.46576, -21.70127], [1.25302, 15.56632, -20.80723], [-2.25618, 15.52044, -21.05045], [-2.20258, 11.34084, -18.84685], [-5.59174, 12.18746, -14.95078], [-1.31968, 14.53702, -20.37761], [-2.78522, 15.05922, -21.88220], [-3.48995, 12.32880, -13.63092], [-2.37531, 9.28989, -11.95172], [4.47156, 8.61774, -17.13423], [-3.46033, 12.02025, -16.05398], [-4.62089, 8.46222, -15.86308], [-2.93118, 10.52958, -11.52436], [3.67474, 9.36244, -17.11394], [4.23487, 13.48130, -17.61435], [6.65714, 11.22973, -14.83431], [1.67713, 10.84500, -22.66538], [0.36942, 6.27389, -13.82796], [-7.23249, 9.51120, -10.79228], [0.29394, 9.37908, -23.11463], [2.88560, 14.12032, -22.40372], [2.57140, 8.95513, -16.28010], [1.41911, 8.85110, -25.29202], [0.38914, 7.66138, -13.21808], [-2.92142, 16.02989, -20.35559], [-1.95793, 7.77781, -14.87358], [-4.50426, 8.79723, -13.83048], [-1.49271, 16.07748, -16.81698], [-1.85482, 13.75179, -19.86049], [-4.53311, 11.84320, -17.00661], [-0.99018, 11.79902, -18.27317], [-5.92379, 10.38893, -15.99388], [-4.15231, 7.04848, -14.93741], [-2.14046, 11.27629, -11.47877], [5.12432, 12.64431, -14.28908], [-2.06076, 18.62057, -15.69273], [-1.14978, 9.22790, -12.41371], [-3.82369, 15.74232, -17.97592], [-0.54649, 11.56010, -15.00868], [5.80524, 11.29044, -14.15938], [3.50193, 13.66832, -19.44118], [2.96058, 9.68676, -18.40238], [1.31653, 5.99580, -14.28818], [-0.05865, 11.86297, -15.93313], [-1.70218, 16.37929, -21.44260], [0.16913, 9.26415, -24.71836], [0.66406, 12.48507, -23.84393], [3.11749, 13.81939, -18.43057], [-4.77637, 12.83946, -17.38440], [3.57088, 9.74621, -19.29967], [-2.68056, 17.87634, -18.21152], [-3.46318, 17.16803, -16.00603], [-3.36223, 10.58971, -10.51873], [-0.39310, 10.14729, -12.62287], [0.00772, 11.61549, -23.79624], [-5.99433, 9.50879, -12.43844], [3.97194, 13.17716, -16.34138], [-2.32951, 9.52747, -15.03995], [-0.29320, 17.03188, -15.51991], [-2.61050, 8.51276, -15.33290], [6.11880, 11.13511, -13.12622], [-1.31120, 16.63116, -15.51156], [-3.76093, 10.67609, -12.19709], [-7.30650, 9.53755, -11.87091], [1.66126, 13.66354, -21.87350], [-4.03873, 8.12983, -14.99941], [5.08314, 12.90674, -15.71693], [-2.39140, 17.68771, -15.23377], [-0.35243, 13.99452, -21.25786], [2.85013, 14.87629, -18.44769], [1.57347, 8.01781, -17.07752], [0.17517, 5.56536, -13.01798]],
  "forces_ev_per_angstrom": [[0.2, 0.5, 0.3], [0.0, -0.2, 0.1], [0.6, -0.8, 0.0], [-0.3, 0.1, -0.3], [-0.1, 0.3, 0.1], [0.2, -0.1, 0.1], [0.0, -0.3, 0.6], [-0.6, -0.3, -0.3], [-0.3, -0.1, -0.1], [0.9, 0.3, 0.4], [-0.8, -0.3, -0.4], [0.1, 0.2, 0.3], [-0.4, 0.2, -0.1], [0.1, 0.1, 0.3], [0.0, 0.3, 0.0], [1.1, 0.6, 0.0], [-0.4, -0.7, 0.1], [0.1, 0.0, 0.0], [-0.1, -0.5, 0.5], [0.0, 0.5, 0.3], [-0.3, 0.3, -0.2], [0.2, 0.1, 0.1], [-0.3, -0.4, 0.6], [-0.2, 0.0, 0.0], [-0.1, 0.1, 0.1], [0.7, 0.4, -0.5], [-0.1, -1.3, -1.0], [-0.7, -0.4, 0.5], [0.1, -0.7, 0.0], [-1.0, 1.5, 0.4], [0.3, -0.4, 0.1], [0.1, 0.6, 0.5], [-0.2, -0.6, 0.1], [-0.1, 0.2, 0.1], [-0.4, -0.6, -2.0], [-0.8, -0.3, 0.0], [-1.0, -0.4, -1.7], [-0.1, -0.1, 0.2], [-1.0, -0.6, -1.4], [-0.5, -0.1, -0.5], [0.0, -1.0, -0.3], [0.4, 0.5, 0.2], [-0.2, 0.0, 0.5], [-0.3, -0.2, 0.4], [-0.6, 0.2, 0.1], [0.6, 0.6, -0.4], [0.4, 0.1, -0.1], [1.0, 1.0, 0.6], [-0.8, 1.2, 1.6], [-0.2, 0.0, 0.1], [0.0, 0.5, -0.1], [-0.5, -0.7, 1.1], [-0.4, -0.5, -0.4], [-0.4, 0.3, 0.6], [-0.5, -0.1, 0.3], [0.1, 0.6, 0.1], [0.4, 0.6, 0.6], [0.3, -0.1, 0.5], [0.2, 0.1, 0.2], [0.0, -0.2, -0.2], [-0.2, -0.4, 0.9], [0.1, -0.3, 0.0], [-0.5, -0.5, -0.7], [0.2, 1.1, -1.3], [-0.3, -0.3, 0.9], [-0.8, 0.4, 0.5], [0.7, 0.7, -1.7], [-0.3, -0.6, 0.1], [0.5, 0.2, -0.5], [0.6, 0.2, 1.1], [-1.9, 0.4, -0.9], [-0.3, -0.7, -0.9], [-0.5, 0.7, 0.5], [2.0, 0.7, 2.7], [0.8, 0.0, 0.6], [-0.1, 0.0, 0.4], [-0.2, 0.3, -0.8], [-0.4, -0.9, -0.6], [-0.2, 0.3, 0.5], [0.5, 0.4, 0.3], [1.2, -0.4, 0.6], [0.2, 0.4, 0.2], [0.0, 0.2, 0.2], [-0.2, -0.3, 0.0], [-0.4, 0.4, -0.1], [0.1, 0.3, 0.1], [0.8, 0.0, 0.0], [0.3, -0.3, -0.2], [0.9, 0.3, -0.2], [0.1, -0.1, -0.6], [0.2, -0.1, -1.3], [0.3, -0.1, -0.5], [0.1, -0.3, 0.1], [0.8, -1.1, 0.5], [-0.7, -0.3, -0.2], [0.3, -1.3, 0.1], [-0.1, 0.1, -0.1], [0.2, 1.0, 1.0], [0.7, 0.2, 1.3], [-1.2, 0.9, -0.1], [-0.2, -0.1, 0.5], [-0.2, 0.4, 0.0], [-0.3, 0.3, 0.2], [0.1, -0.1, -0.1], [1.8, 0.2, 0.9], [0.2, 0.7, -0.1], [-0.5, 0.4, -1.6], [0.1, -1.4, -0.4], [-0.5, 0.7, -1.3], [1.1, 0.0, 0.0], [1.3, -0.8, -1.3], [-0.1, -0.3, 0.0], [-0.1, 0.0, 0.8], [0.1, -1.0, -1.9], [0.0, -0.2, -0.2]],
  "mulliken_charge": [-0.54, -0.56, 0.59, -0.27, 0.26, 0.56, 0.35, 0.25, -0.13, 0.67, -0.25, 0.36, 0.33, 0.30, 0.27, -0.12, -0.48, 0.35, 0.28, 0.36, -0.26, -0.30, 0.49, -0.25, 0.19, 0.21, 0.98, -0.34, -0.38, 1.13, 0.53, -0.61, 0.31, -0.22, 0.61, -0.40, 0.27, 0.06, -0.18, 0.56, -0.39, 0.18, -0.64, 0.33, -0.60, -1.42, -0.75, -0.36, -0.06, 0.34, -0.47, -0.30, 0.27, 0.05, 0.36, -0.48, 0.09, -0.42, 0.31, 0.17, -1.31, 0.22, -0.27, -0.93, -0.13, -0.56, 0.28, 0.32, -0.11, 0.09, -0.03, 0.19, -0.61, -0.19, 0.05, 0.34, 0.33, -0.20, 0.36, 1.02, -0.52, 0.22, -1.05, -0.02, 0.35, 0.39, 0.14, 0.38, 1.05, 0.05, 0.00, 0.26, 0.39, -0.57, -0.32, 0.29, -0.67, 0.12, -0.23, 0.81, -0.21, 0.38, -0.14, 0.41, -0.44, 0.04, -0.81, -0.01, -0.73, -0.41, -0.55, -0.08, 0.51, 0.57, 0.37]
}


{
  "formula": "C4H3LiOV",
  "method": "the ωB97M-V functional and the def2-TZVPD basis",
  "gap_ev": [5.76, 4.40],
  "total_energy_ev": -32125.49829,
  "multiplicity": 4,
  "homo_ev": [-6.31, -5.05],
  "lumo_ev": [-0.6, -0.6],
  "elements": ["V", "H", "H", "C", "C", "O", "C", "Li", "H", "C"],
  "coordinates": [[-2.35769, 1.14546, 0.20303], [0.76925, -2.19688, -0.56710], [2.39473, -0.27853, 0.41436], [1.44261, -0.16086, -0.11564], [0.47793, -1.21610, -0.14534], [-0.28322, 2.12637, -0.23762], [-1.04055, -0.35081, 0.56470], [-0.42652, 0.93450, -1.81170], [-1.24380, -1.20553, 1.22504], [0.26726, 1.20238, 0.47026]],
  "forces_ev_per_angstrom": [[1.9, -0.3, -0.1], [-0.9, 0.1, 1.0], [0.4, 0.3, -1.2], [-4.9, -0.7, 1.5], [0.8, 5.3, -0.3], [0.2, -1.7, -0.1], [2.0, -1.6, -2.7], [0.3, -0.3, 0.5], [-0.1, 0.7, 0.7], [0.2, -1.7, 0.7]],
  "lowdin_spin": [2.89, 0.00, 0.00, 0.03, 0.06, 0.05, -0.11, -0.06, 0.00, 0.15]
}


{
  "formula": "C6H10NO",
  "method": "the ωB97M-V functional and the def2-TZVPD basis",
  "de_lowest_kj_mol": 305.06,
  "gap_ev": 9.67,
  "total_energy_ev": -9911.23168,
  "charge": 1,
  "homo_ev": -15.47,
  "lumo_ev": -5.8,
  "elements": ["C", "C", "O", "C", "N", "H", "H", "H", "C", "C", "H", "H", "H", "C", "H", "H", "H", "H"],
  "coordinates": [[1.50505, -0.41858, -0.13543], [3.11767, 1.40669, 0.35797], [1.32844, -1.64266, -0.53801], [2.79658, 0.16804, 0.15703], [0.46531, 0.35048, -0.00567], [-1.42311, -0.05331, 1.80845], [-1.19243, 1.71810, -1.49008], [-2.54577, -0.93855, 0.77664], [-1.69268, 1.18495, -0.68439], [-0.91428, -0.05745, -0.29077], [-1.80751, 1.84745, 0.16953], [-0.88276, -0.77934, -1.11261], [-0.98007, -1.64746, 1.18046], [-1.49668, -0.72026, 0.95280], [0.57712, 1.29983, 0.33536], [3.70514, -0.44488, 0.21423], [-2.68543, 0.90382, -1.02402], [2.12540, -2.17687, -0.67149]],
  "forces_ev_per_angstrom": [[0.0, 1.0, 0.2], [0.2, 0.5, 0.0], [-0.3, 0.0, 0.0], [0.4, -1.0, -0.1], [0.0, -0.5, -0.3], [0.0, 0.1, 0.1], [0.0, 0.1, -0.1], [-0.1, -0.1, 0.0], [0.1, -0.1, -0.2], [-0.7, -0.3, 0.1], [0.0, 0.1, 0.1], [0.1, 0.2, 0.1], [0.0, -0.1, 0.1], [0.0, 0.0, -0.2], [0.2, -0.2, 0.0], [0.1, 0.0, 0.1], [0.0, 0.0, 0.0], [0.1, 0.2, 0.1]],
  "mulliken_charge": [0.97, -0.33, -0.41, -0.30, -0.14, 0.35, 0.42, 0.38, -1.51, 0.32, 0.41, 0.32, 0.38, -1.30, 0.31, 0.32, 0.41, 0.38]
}


{
  "formula": "C6H13N3",
  "method": "the ωB97M-V functional and the def2-TZVPD basis",
  "de_lowest_kj_mol": 294.03,
  "smiles": "[H]/N=C\\N.C=CC.CC#N",
  "gap_ev": 9.46,
  "total_energy_ev": -10900.36473,
  "homo_ev": -8.90,
  "lumo_ev": 0.6,
  "elements": ["H", "N", "N", "H", "H", "C", "H", "H", "N", "H", "C", "H", "H", "H", "H", "C", "H", "C", "C", "H", "H", "C"],
  "coordinates": [[-1.34327, -1.33693, -0.74523], [-1.89482, 0.87714, -1.36773], [-0.71071, 2.91149, -1.04555], [-0.94206, -2.03520, 0.83869], [0.21953, 3.28285, -0.92854], [-0.63932, -1.96057, -0.20362], [1.27772, 0.30029, 3.37980], [-2.64673, 1.27227, -0.80442], [-0.08781, 1.28163, 1.08035], [1.82157, -0.99834, 2.31339], [1.14673, -0.73599, -1.44638], [0.09228, 1.09054, -1.78705], [1.51007, -1.98821, 0.18778], [-1.30383, 3.21450, -0.27934], [2.19288, -0.62297, -1.66613], [-0.84574, 1.58793, -1.35651], [-0.69697, -2.97774, -0.60917], [0.75303, -1.40529, -0.33001], [0.95713, -0.40497, 2.61414], [0.48503, -0.57310, -2.29102], [0.19538, -1.09107, 3.00849], [0.45991, 0.31174, 1.43804]],
  "forces_ev_per_angstrom": [[-0.1, 0.1, 0.0], [0.1, -0.5, 0.7], [-0.3, 0.7, 0.4], [-0.2, 0.1, 0.1], [0.1, -0.4, 0.0], [0.0, 0.1, 0.2], [-0.2, 0.1, -0.1], [-0.2, 0.3, -0.4], [1.1, -2.0, 0.4], [0.0, -0.1, 0.3], [-0.1, -1.9, 0.9], [-1.4, 1.3, 0.5], [0.2, 0.7, 0.6], [0.0, 0.0, -0.3], [0.4, 0.3, 0.1], [1.2, -0.5, -1.7], [0.2, 0.1, 0.0], [0.2, -1.0, -2.9], [0.7, -1.3, -0.4], [-0.2, 0.2, 0.4], [0.2, 0.3, -0.1], [-1.7, 3.3, 1.3]],
  "mulliken_charge": [0.32, -0.58, -0.59, 0.21, 0.24, -0.96, 0.36, 0.19, -0.40, 0.30, -1.08, 0.17, 0.53, 0.27, 0.28, 0.21, 0.35, -0.10, -1.08, 0.48, 0.26, 0.62]
}